(a)
DFT (wB97M-V/def2-TZVPD) results for a 2-piece molecular cluster, C5H14N2O overall.

For the HOMO-LUMO gap (alpha / beta), the calculation gives 8.448 / 4.671 eV. As for the spin multiplicity: 2. The molar mass comes out at 118.18 g/mol. The LUMO energy (alpha / beta) is -4.53 / -8.17 eV. Its net charge is +1.

Last column: Mulliken spin population.
CARTESIAN COORDINATES (ANGSTROEM)
C 0.738 1.798 0.174  0.019
C -0.469 0.838 0.345  0.020
C -0.108 -0.540 -0.280  0.076
C -1.108 -1.617 0.115  0.077
C -0.148 -1.833 2.365  -0.047
N -0.956 -2.089 1.465  0.705
N -1.683 1.271 -0.305  0.016
H 0.589 2.593 0.894  0.003
H 0.928 2.034 -0.872  0.001
H 1.627 1.203 0.416  -0.002
H -0.630 0.728 1.413  -0.003
H -0.074 -0.407 -1.367  0.018
H 0.928 -0.871 -0.137  -0.012
H -2.151 -1.362 -0.050  -0.005
H -0.844 -2.484 -0.493  0.016
H 0.544 -0.999 2.492  0.057
H -0.170 -2.585 3.169  0.059
H -1.477 1.781 -1.156  0.000
H -2.298 1.806 0.295  0.000
H 2.734 0.434 -2.207  0.000
H 2.087 -0.124 -3.524  0.000
O 1.943 0.427 -2.751  0.002



(b)
DFT (wB97M-V/def2-TZVPD) results for a 2-piece molecular cluster, C5H14N2O overall.

For the HOMO-LUMO gap (alpha / beta), the calculation gives 11.335 / 6.608 eV. As for the spin multiplicity: 2. The molar mass comes out at 118.18 g/mol. The LUMO energy (alpha / beta) is -3.91 / -8.63 eV. Its net charge is +1.

Last column: Mulliken spin population.
CARTESIAN COORDINATES (ANGSTROEM)
C 2.339 -1.655 -0.319  0.000
C 1.955 -0.205 -0.617  0.001
C 0.562 -0.005 -1.217  0.077
C -0.610 -0.360 -0.266  -0.007
N -0.934 0.744 0.599  0.550
C -0.219 1.008 1.742  -0.105
N -0.380 2.040 2.463  0.482
H 1.581 -2.196 0.258  0.000
H 2.523 -2.202 -1.240  0.000
H 3.255 -1.665 0.265  0.000
H 2.664 0.275 -1.285  0.007
H 2.034 0.364 0.307  0.004
H 0.450 -0.599 -2.121  0.005
H 0.494 1.021 -1.581  -0.001
H -1.507 -0.581 -0.848  0.019
H -0.302 -1.232 0.304  -0.002
H -1.299 1.536 0.060  -0.018
H 0.470 0.203 1.991  -0.002
H -1.140 2.674 2.221  -0.014
H -3.564 0.611 0.349  -0.001
H -4.119 -0.320 -0.744  0.000
O -4.254 0.545 -0.322  0.002



Most stable: (b)



(a)
DFT (wB97M-V/def2-TZVPD) results for C5H6ClNS as an isolated structure.

For the HOMO-LUMO gap, the calculation gives 9.837 eV. The molar mass comes out at 147.63 g/mol. The LUMO energy is 0.74 eV.

Last column: natural (NBO) charge in e.
CARTESIAN COORDINATES (ANGSTROEM)
C -0.791 -0.153 -0.932  -0.211
C -0.153 1.014 0.020  -0.075
C 0.673 -0.615 -0.548  -0.087
C 0.351 -0.907 0.929  -0.253
C -0.105 0.438 1.375  -0.383
H -1.601 -0.668 -0.276  0.210
H -0.445 1.994 0.002  0.209
H 1.023 0.757 -1.631  0.354
H 1.104 -1.559 -1.168  0.216
H -0.071 -1.768 1.255  0.227
H -1.017 0.384 1.866  0.227
N 1.206 0.670 -0.617  -0.577
S 1.355 -0.017 2.240  0.184
Cl -1.528 0.429 -2.514  -0.041



(b)
DFT (wB97M-V/def2-TZVPD) results for one molecule with the formula C5H6ClNS.

The SMILES is N/C=C/C(=S)/C=C\Cl. For the HOMO-LUMO gap, the calculation gives 8.014 eV. The molar mass comes out at 147.63 g/mol. The LUMO energy is -0.16 eV.

Last column: natural (NBO) charge in e.
CARTESIAN COORDINATES (ANGSTROEM)
N 2.539 -0.083 -0.470  -0.791
C 1.190 0.019 -0.148  0.104
C 0.306 0.880 -0.730  -0.383
C -1.007 1.047 -0.135  -0.129
S -2.083 2.161 -0.605  0.007
C -1.453 0.071 0.912  -0.289
C -1.758 -1.178 0.567  -0.214
Cl -1.805 -1.889 -1.005  -0.001
H 3.065 0.732 -0.747  0.399
H 3.022 -0.727 0.181  0.389
H 0.835 -0.694 0.597  0.204
H 0.535 1.379 -1.652  0.232
H -1.423 0.325 1.974  0.247
H -1.964 -2.044 1.261  0.224



Most stable: (b)



(a)
DFT (wB97M-V/def2-TZVPD) results for a 2-piece molecular cluster, C5H15NO overall.

The SMILES is CCN(C)CC.O. For the HOMO-LUMO gap, the calculation gives 9.248 eV. The molar mass comes out at 105.18 g/mol. The LUMO energy is 0.82 eV.

Last column: natural (NBO) charge in e.
CARTESIAN COORDINATES (ANGSTROEM)
C 2.250 0.623 -1.140  -0.599
C 1.046 -0.193 -0.967  -0.238
N 0.311 0.155 0.264  -0.447
C -0.556 1.322 -0.051  -0.417
C -0.323 -1.037 0.821  -0.217
C 0.708 -1.983 1.371  -0.612
H 2.064 1.695 -0.960  0.201
H 2.575 0.493 -2.186  0.203
H 3.064 0.291 -0.474  0.207
H 0.426 -0.109 -1.880  0.164
H 1.463 -1.218 -0.936  0.199
H 0.159 2.095 -0.382  0.201
H -1.145 1.724 0.790  0.223
H -1.242 1.097 -0.886  0.150
H -1.005 -0.768 1.650  0.199
H -0.937 -1.470 0.008  0.154
H 0.195 -2.820 1.873  0.211
H 1.355 -1.475 2.106  0.218
H 1.343 -2.391 0.566  0.198
O -3.785 1.420 0.504  -0.942
H -4.499 1.857 -0.014  0.472
H -3.466 0.694 -0.078  0.471



(b)
DFT (wB97M-V/def2-TZVPD) results for a 2-piece molecular cluster, C5H15NO overall.

The SMILES is CC[C@@H](C)CN.O. For the HOMO-LUMO gap, the calculation gives 9.977 eV. The molar mass comes out at 105.18 g/mol. The LUMO energy is 0.65 eV.

Last column: natural (NBO) charge in e.
CARTESIAN COORDINATES (ANGSTROEM)
C 0.999 -0.947 -1.506  -0.615
C 0.377 -1.574 -0.289  -0.395
C -0.644 -0.677 0.367  -0.208
C -1.186 -1.321 1.712  -0.652
C 0.128 0.759 0.727  -0.201
N -0.645 1.490 1.648  -0.865
H 1.819 -1.688 -1.944  0.214
H 0.235 -0.754 -2.295  0.211
H 1.457 -0.087 -1.096  0.200
H -0.091 -2.646 -0.672  0.191
H 1.058 -1.812 0.517  0.201
H -1.419 -0.294 -0.414  0.195
H -2.217 -1.642 1.757  0.224
H -0.567 -2.218 1.912  0.206
H -0.711 -0.568 2.497  0.244
H 1.259 0.560 0.995  0.188
H 0.244 1.314 -0.298  0.126
H -1.690 1.587 1.575  0.374
H -0.435 2.477 1.595  0.360
O 0.996 2.681 -2.548  -0.914
H 0.390 3.357 -2.241  0.458
H 0.643 2.005 -1.999  0.456



(c)
DFT (wB97M-V/def2-TZVPD) results for a 2-piece molecular cluster, C5H15NO overall.

The SMILES is CCCN(C)C.O. For the HOMO-LUMO gap, the calculation gives 9.086 eV. The molar mass comes out at 105.18 g/mol. The LUMO energy is 0.78 eV.

Last column: natural (NBO) charge in e.
CARTESIAN COORDINATES (ANGSTROEM)
C -2.475 0.178 -0.598  -0.618
C -1.760 0.078 0.742  -0.400
C -0.567 -0.890 0.805  -0.216
N 0.261 -0.868 -0.419  -0.453
C 1.455 -0.051 -0.168  -0.414
C 0.588 -2.190 -0.886  -0.413
H -1.767 0.570 -1.322  0.223
H -3.075 -0.695 -0.831  0.209
H -3.170 1.028 -0.507  0.202
H -2.393 -0.296 1.562  0.198
H -1.413 1.055 1.082  0.193
H -0.893 -1.920 0.979  0.184
H 0.016 -0.605 1.691  0.179
H 2.083 -0.409 0.659  0.163
H 1.119 0.945 0.088  0.215
H 2.032 -0.061 -1.093  0.191
H 0.861 -2.181 -1.943  0.197
H 1.346 -2.721 -0.273  0.160
H -0.249 -2.892 -0.849  0.198
O 2.039 3.100 0.563  -0.937
H 1.445 3.463 -0.127  0.471
H 2.913 3.169 0.189  0.470



(d)
DFT (wB97M-V/def2-TZVPD) results for a 2-piece molecular cluster, C5H15NO overall.

The SMILES is CC[C@@H](C)CN.O. For the HOMO-LUMO gap, the calculation gives 10.082 eV. The molar mass comes out at 105.18 g/mol. The LUMO energy is 0.89 eV.

Last column: natural (NBO) charge in e.
CARTESIAN COORDINATES (ANGSTROEM)
C 0.621 -2.416 -0.927  -0.614
C 0.083 -1.980 0.434  -0.387
C 0.266 -0.425 0.712  -0.225
C 1.329 -0.174 1.767  -0.620
C 0.473 0.451 -0.532  -0.219
N 0.434 1.890 -0.267  -0.841
H 1.634 -2.056 -1.070  0.205
H 0.477 -3.486 -1.040  0.214
H 0.004 -1.987 -1.724  0.202
H -0.979 -2.119 0.577  0.204
H 0.662 -2.495 1.190  0.198
H -0.717 -0.124 1.097  0.187
H 2.249 -0.702 1.514  0.204
H 1.482 0.897 1.939  0.206
H 1.038 -0.460 2.784  0.212
H 1.379 0.253 -1.105  0.186
H -0.315 0.202 -1.257  0.177
H 1.354 2.270 -0.277  0.360
H -0.037 2.078 0.612  0.352
O -4.150 3.299 -1.406  -0.949
H -4.016 4.172 -1.805  0.472
H -3.272 2.913 -1.215  0.476



Most stable: (d)